Record 1
Entry from OMol25: a cluster of 40 separate species, H80O40 in total at a distorted geometry (ωB97M-V/def2-TZVPD).

Positions of all 120 atoms, in Å:
H: 2.015 5.560 3.595
H: -2.229 1.425 5.717
H: -0.169 3.858 3.672
H: -1.302 1.518 -0.752
O: -0.078 3.560 -2.811
H: 0.129 -3.840 -1.255
H: 6.004 1.817 -0.492
O: -0.262 -5.491 -1.055
H: 0.643 -2.583 2.754
H: -1.489 -1.063 1.293
H: -0.550 -5.212 -1.945
H: 0.490 5.627 4.058
H: 0.762 -3.401 0.014
O: -2.670 -5.639 1.112
O: -2.315 -2.374 -5.248
O: -3.110 -5.581 -2.162
O: -1.509 6.323 1.199
H: -4.118 -0.287 1.940
H: 4.151 0.277 0.879
H: 5.251 4.252 -0.239
H: -6.097 -1.645 0.267
H: 2.690 4.000 -3.345
H: 1.710 3.774 -5.091
O: -3.167 5.163 -2.125
H: 2.694 -4.142 -1.462
O: -4.441 0.795 -2.277
H: 4.807 3.934 1.227
O: 0.392 -3.239 -5.477
H: 0.534 -5.725 1.254
H: 0.940 -4.644 2.285
O: -4.601 3.115 -0.435
O: -0.056 1.256 4.499
H: -0.819 1.928 -3.324
O: 3.006 -4.015 3.085
H: -2.443 -5.812 1.996
H: -0.368 -3.246 -3.902
O: 1.615 -1.499 4.200
O: 3.515 -4.094 -0.971
H: -4.571 0.770 -3.258
H: 0.031 -2.459 -5.836
H: -1.877 3.189 -4.120
H: -4.669 2.205 0.058
H: -3.286 5.692 -1.333
H: -0.274 3.600 -1.897
O: 5.409 3.662 0.490
H: -2.882 -4.740 0.901
H: 0.109 -6.371 -1.070
H: 3.109 4.482 -1.904
H: -2.530 2.873 -5.495
H: -1.632 -3.054 -5.280
H: 0.577 1.854 4.966
H: 3.325 2.103 2.490
O: -0.071 0.630 1.731
H: 3.413 -3.800 -0.107
H: 1.307 -3.280 -5.251
O: 2.158 4.381 1.767
H: 1.949 2.361 -5.303
O: -2.763 1.553 4.862
H: 5.125 -1.785 0.009
H: 1.590 5.142 2.197
H: -2.375 0.193 1.299
H: -2.837 -2.192 0.720
O: -0.913 1.125 -2.738
H: 5.189 0.606 -1.201
H: -0.475 -0.929 -3.186
O: 0.917 -3.326 -0.916
H: 1.670 -0.640 0.171
O: -2.101 2.486 -4.740
H: -2.898 -2.840 -4.676
H: 0.733 0.341 1.281
O: 1.140 5.842 3.399
O: 0.317 -1.447 -3.202
O: 4.232 -1.292 4.133
H: 3.225 -4.512 2.278
H: -6.702 -0.185 -0.165
H: 0.674 -1.664 -2.368
O: 1.257 -5.445 1.785
O: 1.765 0.163 -0.409
O: -4.892 0.117 1.489
H: -2.359 2.552 -0.404
H: 0.924 0.489 -0.747
H: -2.315 -5.462 -2.720
O: -0.856 3.722 3.056
H: 5.327 1.169 1.159
H: -3.478 4.293 -1.766
H: -2.602 -5.395 -1.361
H: 2.451 -2.076 4.044
H: 3.691 -1.761 -0.670
H: -1.137 2.791 3.370
O: 2.393 3.141 -4.865
H: -1.770 6.259 2.088
H: 4.787 -2.025 3.953
H: -4.619 2.829 -1.360
H: 0.410 0.408 4.268
O: -2.914 -3.136 0.337
H: 4.203 -0.943 3.147
O: 4.617 0.677 1.670
H: -1.039 5.480 0.950
H: -5.475 -0.600 1.426
O: 6.034 0.883 -0.645
O: -0.317 -2.501 2.792
H: 3.146 -4.711 3.751
O: 4.346 -1.273 -0.218
H: 0.275 4.449 -2.962
H: 2.889 1.336 3.658
O: -2.347 -0.743 1.595
H: -0.726 -4.742 -4.035
O: -0.910 -3.995 -3.443
O: -1.917 1.787 -0.068
O: 2.381 4.122 -2.395
H: 1.861 3.468 2.155
O: -6.852 -1.155 0.029
H: -0.483 -1.570 2.904
H: -3.816 -3.225 -0.128
H: -0.286 1.582 1.322
H: 1.280 -2.240 4.844
O: 2.766 2.235 3.314
H: -3.517 2.027 5.276
H: -1.508 0.577 -3.259
H: -3.563 1.215 -2.312

As for the spin multiplicity: 2. For the total energy, the calculation gives -3057.40940 hartree. Its LUMO energy (spin up / spin down) is 1.649 / 1.698 eV. As for the HOMO energy (spin up / spin down): -0.18 / -8.31 eV. The net charge is -1. For the gap between HOMO and LUMO (spin up / spin down), the calculation gives 0.0673 / 0.3678 Eh. Its maximum force is 4.74 eV/Å. Its molar mass is 720.6 g/mol. The expectation value of S² is 0.75.

Record 2
Entry from OMol25: a cluster of 40 separate species, H80O40 in total at a distorted geometry (ωB97M-V/def2-TZVPD).

Positions of all 120 atoms, in Å:
H: 4.561 4.260 0.080
H: 1.205 0.562 2.512
H: 4.534 -3.037 4.277
H: 1.163 0.304 -5.728
H: -6.299 2.828 0.260
H: -1.877 -3.587 0.895
O: 0.474 -2.938 -4.324
O: 1.918 2.806 -4.557
O: 0.747 -1.263 6.301
H: -4.619 2.862 -0.723
H: 1.423 -0.532 6.565
H: -0.994 0.079 -1.049
H: 5.667 -2.438 2.263
H: 6.761 0.633 1.172
H: 0.903 0.158 -4.167
O: 6.458 -2.301 1.651
O: -5.979 -1.121 0.287
H: 0.963 -2.245 -3.839
H: 4.164 0.465 -4.040
H: -1.977 -0.678 -0.153
H: 3.828 -0.898 0.847
O: 0.149 -0.449 -2.661
O: 2.806 3.574 3.655
O: -1.229 3.817 3.211
H: 0.658 -4.701 -0.405
O: -2.982 -1.767 1.312
H: -0.103 6.015 -0.416
H: -0.422 3.926 2.543
H: -2.521 -1.741 2.023
O: 1.466 4.899 -3.050
H: 1.938 5.362 -2.411
H: -0.158 -5.100 -2.103
H: -3.206 0.807 2.155
H: 1.046 -0.430 -2.525
H: 3.334 -1.957 -1.331
H: 1.820 -5.567 -0.101
O: -1.164 -2.763 -2.187
H: -0.515 2.560 1.418
H: 0.865 2.276 0.992
H: 2.859 0.288 5.504
H: 2.647 -1.847 0.861
O: 4.257 -2.430 3.538
O: -0.739 -1.949 3.057
H: 0.949 0.748 -0.249
O: 3.772 4.472 0.051
H: -5.307 -1.890 0.142
O: 0.579 0.271 3.270
O: -0.481 -5.752 -2.610
H: -3.713 -1.105 1.563
O: -1.142 -4.211 1.089
H: 2.121 0.032 -0.888
O: -1.912 0.447 6.503
H: 0.017 -0.974 6.831
H: -4.323 0.787 -2.914
O: -5.317 0.757 -3.083
H: -4.468 -3.216 -1.648
H: -0.551 -1.084 2.556
O: 1.597 -4.736 -0.603
H: -3.829 0.005 3.387
O: -0.995 2.370 -4.211
H: -4.959 -1.388 -3.157
H: 5.883 -0.321 -0.056
H: 5.014 1.074 2.435
O: -0.339 5.476 -1.145
H: -0.841 3.154 -4.768
H: 0.748 -2.657 -5.137
H: 3.352 -0.826 -3.631
H: -0.786 -1.672 4.013
H: -5.643 -0.230 0.325
H: 1.978 4.227 -3.250
H: 1.858 -2.925 -1.530
H: -2.211 4.851 1.247
O: -6.313 2.433 1.062
H: 2.564 -3.669 2.179
H: -4.706 -3.302 -0.082
H: 4.310 2.595 1.740
O: 5.978 0.294 0.631
H: 1.086 2.574 -5.054
O: 0.381 2.537 1.807
O: -2.650 4.120 0.807
H: 0.033 1.054 3.538
O: -4.125 2.386 -1.309
H: -4.722 2.699 -2.067
H: 2.225 3.110 3.143
H: -5.450 2.701 1.364
O: -1.568 0.159 -0.377
H: 6.258 -2.975 0.928
H: 2.102 1.929 -4.185
O: -4.728 -2.282 -3.408
H: -2.064 -3.188 -1.947
H: 2.660 1.458 6.277
H: -5.381 -2.850 -3.422
H: -0.736 -5.155 -3.382
H: -1.280 -2.662 -3.112
O: 2.735 0.499 6.326
H: -1.443 -4.647 1.923
H: 3.733 3.463 3.482
H: -5.718 -0.158 -3.282
O: 4.859 2.089 2.431
H: 3.319 -2.299 3.272
H: -2.880 4.223 -0.079
O: -4.422 -3.754 -0.906
O: 4.248 -0.302 -3.361
H: -0.050 5.854 -1.946
H: -1.135 1.069 6.174
H: -3.432 -1.987 -4.801
O: 1.506 0.786 -1.062
H: -3.019 -1.218 -6.044
H: 2.265 -3.954 0.505
O: -4.055 0.510 2.587
H: 3.351 4.679 -0.643
O: 2.895 -3.843 1.312
O: 1.554 0.067 -4.837
O: 2.496 -1.987 -1.532
H: -1.632 4.685 3.301
H: -1.126 2.814 -3.368
H: -2.726 0.908 6.155
H: -0.380 -1.140 -2.533
O: -2.653 -1.704 -5.362
O: 2.956 -1.046 1.017

For the total energy, the calculation gives -3057.14686 hartree. Its LUMO energy is -0.361 eV. As for the HOMO energy: -10.43 eV. The net charge is 0. For the gap between HOMO and LUMO, the calculation gives 0.3701 Eh. Its maximum force is 12.17 eV/Å. Its molar mass is 720.6 g/mol.

Record 3
Entry from OMol25: a cluster of 40 separate species, H80O40 in total at a distorted geometry (ωB97M-V/def2-TZVPD).

Positions of all 120 atoms, in Å:
H: 4.509 0.003 3.172
H: -0.579 -2.130 2.000
O: -1.780 2.363 2.076
O: -2.207 -3.810 3.996
O: 1.737 2.596 1.913
O: -0.610 1.435 -0.360
H: 4.364 -2.750 -3.791
O: -6.215 0.592 -1.226
O: -4.497 1.632 3.081
O: 4.168 -0.448 -1.626
H: -0.131 -3.862 -0.027
O: 2.863 -0.140 -4.219
O: -1.861 2.362 -2.509
O: -3.271 -1.208 3.880
H: 2.518 4.714 0.057
O: -1.412 5.698 1.381
O: -4.183 2.056 -2.837
H: 1.003 2.104 1.485
H: -1.207 -1.524 -0.627
H: 1.237 -3.754 -0.592
H: -3.038 5.328 -2.518
H: 3.651 -1.366 -1.992
H: 3.315 -0.103 0.893
O: 2.768 1.726 -1.298
H: 2.051 -0.780 3.367
H: 4.484 -3.671 1.767
H: -3.844 2.287 2.828
H: -4.416 2.736 -3.410
O: 0.633 -4.402 -0.410
O: -0.257 -1.764 -0.289
H: 5.106 -0.611 -1.818
O: -0.498 -3.118 1.985
O: -0.396 -2.931 5.632
H: -0.765 3.804 -1.697
H: -5.757 1.383 0.292
H: -4.487 -2.211 2.797
O: 0.901 5.010 3.191
H: 0.190 0.945 -5.066
H: -1.140 -3.446 5.337
H: -1.440 0.841 -0.110
H: 4.954 0.127 0.905
H: -1.307 1.852 1.547
O: 2.116 -5.108 -2.599
O: 5.088 -3.753 1.062
H: -1.353 1.992 -1.713
O: -2.913 -4.616 -1.643
H: 0.571 4.614 -1.806
H: -1.220 2.808 -3.180
O: -2.250 -0.033 -4.851
H: 4.797 -1.397 -4.562
H: -5.389 2.682 -0.162
H: -2.547 -0.690 3.851
O: -3.055 -0.075 0.155
H: 5.122 -2.412 3.372
H: -2.785 1.393 6.120
H: 1.757 -2.505 -1.240
H: 1.617 3.692 0.281
O: 2.697 -2.911 -1.154
O: -4.457 -2.535 1.829
H: 1.426 4.451 3.828
O: 0.033 4.148 -2.276
O: 4.996 -2.033 -3.881
H: 2.640 -4.949 -1.915
H: -2.046 -4.932 -1.475
O: 2.517 2.924 -3.938
H: -1.523 5.042 -2.907
O: -2.033 1.510 5.630
H: 2.924 0.669 -3.712
O: 1.641 4.472 -0.131
H: -2.091 2.008 4.936
H: 2.414 2.037 1.997
H: 5.342 -2.818 0.923
O: 0.890 0.019 -2.104
H: 2.012 -5.040 0.750
H: -2.574 -3.111 3.422
H: 1.105 4.657 2.233
H: -0.784 -2.305 -4.791
H: -3.176 2.200 -2.663
H: -1.247 -1.587 -3.575
H: 0.221 -3.315 2.567
H: 0.089 0.568 -3.657
H: -0.373 -2.338 0.591
O: -0.230 1.317 -4.319
H: -2.338 -4.730 3.527
O: 2.341 -4.778 1.631
O: 5.424 -1.860 2.711
H: -1.645 0.650 -5.047
H: -2.939 0.440 -4.448
H: 4.426 0.142 4.712
H: -2.195 3.065 1.480
O: -2.395 5.168 -3.207
H: 3.052 3.666 -4.145
O: -0.455 -2.020 -3.999
H: -6.213 -0.406 -1.468
O: -5.406 2.125 0.616
H: 4.777 -1.359 2.200
H: -6.263 1.128 -2.170
H: 3.250 2.417 -1.763
O: 4.176 -0.305 1.268
H: -0.922 6.174 0.876
H: -0.240 -2.266 4.957
H: -3.851 -0.325 -0.299
H: -0.095 0.718 -0.273
H: -5.073 1.585 2.235
H: 1.406 0.378 -1.470
H: -5.298 -3.027 1.659
H: 1.372 0.514 3.878
O: 4.017 0.559 3.847
H: 1.712 3.354 -3.668
H: -3.581 -4.416 -0.990
H: 3.229 0.171 -4.948
H: -0.947 5.502 2.231
O: 1.292 -0.253 3.104
H: -3.344 0.773 0.750
H: -4.078 -0.684 3.831
H: 3.105 -2.520 -0.300
H: 3.274 0.913 -1.226
H: 2.788 -5.578 2.028
H: 1.536 -4.298 -2.600
H: 1.566 -0.229 -2.780

For the total energy, the calculation gives -3057.24611 hartree. Its LUMO energy is -0.633 eV. As for the HOMO energy: -10.49 eV. The net charge is 0. For the gap between HOMO and LUMO, the calculation gives 0.3621 Eh. Its maximum force is 9.67 eV/Å. Its molar mass is 720.6 g/mol.

The lowest maximum force belongs to which entry? number 1

Which value of molar mass does entry 1 give? 720.6 g/mol

Among the records above, which one has the lowest net charge? number 1